{"formula": "C4H3BrN", "method": "ωB97M-V with the def2-TZVPD basis set", "elements": ["Br", "N", "C", "C", "C", "C", "H", "H", "H"], "coordinates": [[-3.09530, 0.49286, 0.15111], [-0.18103, -2.48748, 0.02101], [0.36812, -1.47553, -0.07103], [-0.08526, 0.91828, 0.25418], [0.93845, -0.16029, -0.15631], [-1.34916, 0.79139, 0.21421], [1.27276, 0.28372, -1.20270], [1.80939, -0.35287, 0.38147], [0.32203, 1.98992, 0.40805]], "fmax_ha_per_bohr": 0.0612, "e_above_lowest_ev": 0.886, "orbital_gap_ev": 8.35, "charge": 1, "homo_ev": -15.97, "total_energy_ha": -2782.5517}



{"formula": "C22H60N2O8", "method": "ωB97M-V with the def2-TZVPD basis set", "elements": ["O", "O", "O", "O", "O", "O", "O", "O", "N", "N", "C", "C", "C", "C", "C", "C", "C", "C", "C", "C", "C", "C", "C", "C", "C", "C", "C", "C", "C", "C", "C", "C", "H", "H", "H", "H", "H", "H", "H", "H", "H", "H", "H", "H", "H", "H", "H", "H", "H", "H", "H", "H", "H", "H", "H", "H", "H", "H", "H", "H", "H", "H", "H", "H", "H", "H", "H", "H", "H", "H", "H", "H", "H", "H", "H", "H", "H", "H", "H", "H", "H", "H", "H", "H", "H", "H", "H", "H", "H", "H", "H", "H"], "coordinates": [[-6.80725, -2.22594, -2.52024], [5.92157, 2.64017, 1.00855], [1.93773, -3.41352, -1.55909], [-0.23581, -0.45061, 0.54185], [-1.17943, 0.44982, -4.27904], [4.34273, 1.23293, 2.90676], [-2.97505, 2.12445, 0.58209], [-2.58719, -1.45240, 1.50771], [-0.80518, -0.77342, -1.62305], [0.58382, 0.99493, -1.01842], [-0.18035, -0.07057, -0.62919], [2.90500, -5.23719, -0.37603], [-2.16557, 4.32963, 0.99555], [1.51461, -3.50267, 0.83621], [2.47486, -3.80265, -0.30263], [3.89837, 2.87356, -0.30616], [5.38388, 2.54068, -0.30467], [-2.32437, 2.94308, 1.56139], [-2.12528, -2.61934, 2.24804], [0.39882, 2.25521, -4.66829], [6.16632, 3.47847, -1.20488], [-1.87780, 2.58494, -3.52878], [-1.06575, 1.86940, -4.57439], [-1.51019, -2.14104, 3.54557], [2.57215, -0.12679, 2.09811], [-4.79401, -2.24462, -1.19849], [-5.60183, -1.50170, -2.27949], [-3.31068, -3.49741, 2.45362], [3.93041, -0.84855, 4.09864], [3.30484, 0.32190, 3.33050], [-1.03244, 2.30698, 1.99687], [-5.96078, -0.08920, -1.86870], [0.49555, 1.37333, -1.94749], [-1.17283, 1.35074, 2.51020], [-3.05342, -4.32217, 3.12804], [-4.15739, -2.94830, 2.85983], [-2.95339, 1.21576, 0.90847], [0.93755, 1.51661, -5.26334], [1.83654, -0.89266, 2.32553], [4.68226, -0.48112, 4.79907], [3.72793, 3.80270, 0.24379], [0.56477, 3.25825, -5.06077], [3.10567, -5.63581, 0.61572], [-0.64448, -1.50217, 3.34022], [3.19502, -1.47988, 4.58796], [3.50108, 2.92830, -1.31987], [-6.55499, -0.13647, -0.94492], [-3.07284, 4.66158, 0.49320], [5.93643, 3.21665, -2.24157], [3.40164, -3.23391, -0.11334], [-2.25970, -1.58200, 4.10663], [-0.38001, 2.05489, 1.16682], [-2.99692, 2.98679, 2.43003], [-0.98638, -0.04745, -5.07982], [-0.44799, 2.92892, 2.68374], [2.60451, 0.85149, 3.98633], [-7.34821, -2.17463, -1.72549], [3.34987, 2.10787, 0.25399], [-5.12011, 0.56594, -1.64091], [0.93000, 1.57053, -0.27469], [-5.37610, -2.28067, -0.28200], [-1.76797, -1.02437, 1.19554], [-5.03750, -1.54258, -3.21070], [-4.49120, -3.19360, -1.64083], [7.23485, 3.41211, -1.01844], [-1.38878, -3.06910, 1.57622], [5.49020, 1.50246, -0.65272], [-3.84279, -1.74287, -0.98837], [-3.60799, -4.00428, 1.53135], [-1.31294, 4.42758, 0.31588], [-1.11796, -2.94191, 4.18045], [-1.55054, 1.97958, -5.54899], [-2.68804, 1.97018, -3.14604], [0.88447, 2.25727, -3.68256], [-1.44725, -1.48930, -1.33293], [4.46746, 1.90252, 3.58638], [-1.31678, 2.98397, -2.67820], [0.69955, -4.23031, 0.82598], [-6.62079, 0.35013, -2.61811], [2.21241, -5.88390, -0.92220], [1.75272, -2.46955, -1.51572], [-0.82755, -0.42666, -2.56531], [1.11040, -2.49329, 0.74659], [-2.33808, 3.47766, -3.97011], [5.85120, 4.51392, -1.05995], [2.08978, 0.75127, 1.66198], [3.23091, -0.49664, 1.30672], [2.03722, -3.56034, 1.79498], [-1.95677, 5.04361, 1.79895], [3.81929, -5.30742, -0.97635], [5.38551, 2.11457, 1.61996], [4.50674, -1.43234, 3.37124]], "smiles": "NC(N)=O.CC(C)O.CC(C)O.CC(C)O.CC(C)O.CC(C)O.CC(C)O.CC(C)O", "fmax_ha_per_bohr": 0.0298, "e_above_lowest_ev": 0.000, "orbital_gap_ev": 10.06, "homo_ev": -9.74, "total_energy_ha": -1585.6743}



{"formula": "C20H38F7NO9P3", "method": "ωB97M-V with the def2-TZVPD basis set", "elements": ["P", "P", "P", "F", "F", "F", "F", "F", "F", "F", "O", "O", "O", "O", "O", "O", "O", "O", "O", "N", "C", "C", "C", "C", "C", "C", "C", "C", "C", "C", "C", "C", "C", "C", "C", "C", "C", "C", "C", "C", "H", "H", "H", "H", "H", "H", "H", "H", "H", "H", "H", "H", "H", "H", "H", "H", "H", "H", "H", "H", "H", "H", "H", "H", "H", "H", "H", "H", "H", "H", "H", "H", "H", "H", "H", "H", "H", "H"], "coordinates": [[0.47526, 0.45805, -0.79290], [-3.34377, 0.49984, 1.67454], [-0.62569, 0.61504, -2.77287], [-0.76410, -2.78827, 0.46176], [-2.03493, -4.05066, -1.27410], [-0.79590, -3.51296, -2.87260], [1.55868, -1.85984, -1.98088], [1.61499, -1.79272, 0.13679], [0.52149, -3.75902, -0.84512], [-2.27886, -2.12755, -2.10722], [-2.81347, -0.42279, 2.67732], [0.09443, 1.62724, -3.85732], [-4.33900, -0.21907, 0.61593], [1.96746, 3.55033, 0.53673], [-1.18647, 3.59753, -1.45504], [-2.06494, 0.84985, -2.64799], [-4.08835, 1.77747, 2.38293], [5.68072, -2.14366, 1.34240], [-0.49567, -0.77088, -3.66133], [0.32904, 2.28117, -0.38667], [1.08663, 2.75428, 0.67794], [-1.15512, 0.12008, 0.16665], [-4.71011, -2.60318, 0.44135], [5.23798, 0.17981, 0.69420], [4.89095, -3.32665, 1.42295], [-0.05908, 3.28482, -1.28564], [-5.10023, -1.31044, 1.16448], [2.14026, 0.83242, -1.66894], [-6.37185, 1.96847, 1.41851], [0.80481, 2.36532, 2.12875], [3.43868, 0.29412, -1.03360], [-0.27486, -2.61327, -0.75901], [-1.36860, -3.00480, -1.80842], [4.96849, -0.96673, 1.69097], [-5.48343, 1.60175, 2.62490], [0.91561, 4.23300, -2.04002], [0.78490, -1.46926, -0.93002], [3.88062, 0.86329, 0.32804], [4.53994, -3.83325, 0.01220], [-2.04998, 1.27586, 0.62028], [0.65904, 1.27996, 2.17524], [2.15456, 0.46617, -2.70651], [-3.83502, -3.03032, 0.93234], [-1.85148, -0.50870, -0.39930], [5.29465, -3.44301, -0.66910], [4.54964, -4.92480, 0.02609], [-6.15104, -1.11575, 0.91122], [-2.63286, 1.62237, -0.23671], [0.37982, -0.82397, -4.07425], [-0.12563, 2.80299, 2.49568], [-5.55124, -3.29577, 0.41986], [3.56011, -3.49516, -0.32923], [-4.44894, -2.33967, -0.58376], [-5.85404, 2.61426, 0.71229], [-5.75305, 2.29195, 3.42639], [2.32224, 1.90342, -1.77893], [4.14021, 1.91138, 0.16018], [4.01738, -3.21956, 2.07000], [-1.65972, 2.07064, 1.24529], [1.96015, 4.06971, -1.77714], [-0.81429, -0.39104, 1.07312], [1.64434, 2.61741, 2.76639], [0.72530, 4.19262, -3.10891], [1.22231, 0.38831, 0.43607], [-0.54450, 2.31415, -4.10208], [5.52860, -4.08308, 1.89676], [3.88673, -1.12351, 1.71335], [0.66936, 5.23798, -1.69652], [5.73727, -0.16453, -0.21151], [5.88159, 0.96354, 1.10368], [3.15180, 0.76515, 1.12843], [-6.76801, 1.09011, 0.91284], [5.25599, -0.61336, 2.69230], [3.52411, -0.79577, -0.99551], [4.23934, 0.58879, -1.72595], [-5.74324, 0.60806, 2.99983], [-5.05766, -1.39242, 2.24890], [-7.24034, 2.50674, 1.80930]], "fmax_ha_per_bohr": 0.0583, "e_above_lowest_ev": 2.051, "orbital_gap_ev": 8.08, "charge": -1, "homo_ev": -5.30, "total_energy_ha": -3240.0578}



{"formula": "C8H11O2", "method": "ωB97M-V with the def2-TZVPD basis set", "elements": ["O", "O", "C", "C", "C", "C", "C", "C", "C", "C", "H", "H", "H", "H", "H", "H", "H", "H", "H", "H", "H"], "coordinates": [[-3.01408, -1.22555, 1.22150], [-1.06682, 2.12638, -1.41829], [-1.12336, 1.13597, -0.70132], [0.28250, 0.39097, -0.29289], [0.13475, -1.11189, -0.51043], [1.43210, 0.88828, -1.18610], [-2.29634, 0.73112, -0.01918], [0.84324, -2.11251, 0.37184], [-2.44988, -0.33414, 0.69238], [0.46828, 0.82864, 1.27414], [1.63933, 1.93534, -1.30752], [0.25634, 1.89324, 1.20790], [0.57557, -3.15648, 0.17016], [0.61075, -1.83728, 1.39384], [1.32554, 0.33984, 1.85403], [0.25321, -1.28698, -1.63163], [2.35679, 0.39578, -0.74925], [2.00405, -1.99122, 0.22416], [-0.37880, 0.36228, 1.75029], [1.20654, 0.54522, -2.18724], [-3.05971, 1.48298, -0.15636]], "fmax_ha_per_bohr": 0.0688, "e_above_lowest_ev": 1.969, "orbital_gap_ev": [5.29, 5.95], "charge": -1, "homo_ev": [-1.46, -2.14], "total_energy_ha": -461.8164}



{"formula": "C2H5NO2", "method": "ωB97M-V with the def2-TZVPD basis set", "elements": ["O", "O", "N", "C", "C", "H", "H", "H", "H", "H"], "coordinates": [[-0.49792, 1.30336, -0.84314], [-0.67916, 0.37737, 1.35633], [0.88887, 1.31362, -0.26508], [-0.12187, 0.43457, 0.10734], [0.19299, -1.34871, -0.51904], [-0.53862, -1.69146, -1.29998], [-1.66790, 0.55956, 1.47231], [1.07269, 2.02485, 0.42118], [1.21844, -1.03821, -0.75073], [0.13245, -1.93494, 0.32079]], "fmax_ha_per_bohr": 0.1137, "e_above_lowest_ev": 4.885, "orbital_gap_ev": 10.35, "homo_ev": -9.69, "total_energy_ha": -284.2879}



{"formula": "C4H5N", "method": "ωB97M-V with the def2-TZVPD basis set", "elements": ["N", "C", "C", "C", "C", "H", "H", "H", "H", "H"], "coordinates": [[0.68642, -0.65078, -1.04464], [1.31314, -0.16209, -0.03560], [0.43805, 0.41429, 0.99480], [-0.71808, -0.34190, -0.82431], [-0.81497, 0.26825, 0.54246], [-1.73516, 0.55382, 1.04073], [-1.38623, -1.18891, -1.01756], [0.76556, 0.86402, 1.92484], [2.40022, -0.17395, 0.00362], [-0.94894, 0.41725, -1.58434]], "smiles": "C1=CCN=C1", "fmax_ha_per_bohr": 0.0068, "e_above_lowest_ev": 0.737, "orbital_gap_ev": 10.64, "homo_ev": -9.66, "total_energy_ha": -210.1367}



{"formula": "ArH20O10", "method": "ωB97M-V with the def2-TZVPD basis set", "elements": ["Ar", "O", "O", "O", "O", "O", "O", "O", "O", "O", "O", "H", "H", "H", "H", "H", "H", "H", "H", "H", "H", "H", "H", "H", "H", "H", "H", "H", "H", "H", "H"], "coordinates": [[10.33553, 14.03897, -11.96468], [7.07155, 13.51403, -13.61205], [13.40602, 14.98092, -8.59624], [11.34259, 14.46630, -15.57105], [9.72621, 17.10878, -12.83299], [12.40676, 16.70879, -11.41666], [11.25481, 11.89010, -9.38159], [6.71544, 14.74746, -11.23187], [7.73907, 17.46372, -10.74975], [9.14077, 11.70718, -13.84520], [13.36272, 15.74590, -13.99856], [11.70045, 14.45897, -16.45881], [13.53087, 14.04655, -8.76238], [6.66936, 14.33209, -10.37072], [5.81037, 14.98648, -11.43176], [11.84645, 11.15041, -9.51961], [10.20692, 17.89674, -13.08649], [12.07534, 14.73970, -15.01918], [11.57857, 17.05719, -11.74673], [12.90606, 15.29400, -9.35006], [9.66133, 11.79702, -14.64344], [7.55541, 16.52710, -10.67728], [12.70826, 17.36316, -10.78648], [9.71579, 11.24631, -13.23430], [13.14760, 16.18172, -13.17393], [7.11541, 14.01844, -12.79973], [14.29201, 15.93187, -14.13298], [11.58029, 12.57088, -9.97051], [9.32205, 16.80262, -13.64488], [8.44773, 17.52043, -11.39069], [7.84145, 12.94597, -13.58368]], "fmax_ha_per_bohr": 0.0142, "e_above_lowest_ev": 0.594, "orbital_gap_ev": 10.04, "homo_ev": -10.03, "total_energy_ha": -1291.8977}